Record 1
Computed, not measured: one molecule with the formula C20H31N5O4, with ωB97M-V/def2-TZVPD.

Output
ΔE to the lowest compared entry with this formula, charge and spin   178.68 kJ/mol
SMILES string   CC(C)Cn1[nH]c(CC(=O)N2CC(CN(C)C(=O)CC(=O)NC3CC3)C2)cc1=O
Orbital gap   0.3241 Eh
Energy   -1355.41694 a.u.
HOMO energy   -8.479 eV

```
60
Properties=species:S:1:pos:R:3:nbo_charge:R:1
C -5.43 3.89 -1.39 -0.60
C -4.16 3.06 -1.49 -0.23
C -4.50 1.62 -1.88 -0.61
C -3.36 3.17 -0.18 -0.22
N -2.57 2.02 0.17 -0.27
N -3.14 0.91 0.80 -0.41
C -2.12 -0.04 0.87 0.22
C -2.43 -1.36 1.49 -0.54
C -1.24 -2.29 1.43 0.69
O -0.35 -2.24 2.26 -0.60
N -1.25 -3.17 0.41 -0.44
C -2.30 -3.76 -0.42 -0.22
C -1.21 -4.64 -1.07 -0.22
C -1.03 -4.48 -2.57 -0.22
N -2.11 -5.07 -3.35 -0.43
C -2.01 -6.49 -3.58 -0.41
C -3.13 -4.28 -3.75 0.70
O -3.16 -3.08 -3.46 -0.67
C -4.24 -4.93 -4.57 -0.60
C -5.33 -4.05 -5.18 0.68
O -5.86 -4.41 -6.21 -0.63
N -5.69 -2.95 -4.49 -0.61
C -6.69 -2.05 -4.97 -0.06
C -6.93 -0.79 -4.20 -0.43
C -6.27 -0.73 -5.55 -0.43
C -0.15 -3.91 -0.21 -0.20
C -1.00 0.43 0.30 -0.36
C -1.26 1.79 -0.17 0.61
O -0.54 2.58 -0.77 -0.64
H -6.10 3.50 -0.62 0.20
H -5.21 4.93 -1.15 0.21
H -5.97 3.89 -2.34 0.21
H -3.54 3.46 -2.29 0.21
H -5.10 1.12 -1.12 0.20
H -5.06 1.61 -2.82 0.21
H -3.59 1.03 -2.04 0.22
H -2.69 4.03 -0.23 0.24
H -4.04 3.37 0.66 0.19
H -3.57 1.21 1.67 0.38
H -2.73 -1.23 2.53 0.24
H -3.29 -1.78 0.96 0.23
H -3.04 -4.31 0.16 0.19
H -2.77 -3.04 -1.09 0.22
H -1.30 -5.69 -0.82 0.21
H -0.96 -3.42 -2.82 0.24
H -0.09 -4.93 -2.89 0.20
H -2.84 -6.88 -4.16 0.22
H -1.09 -6.72 -4.13 0.20
H -1.98 -7.04 -2.63 0.20
H -3.80 -5.46 -5.41 0.25
H -4.74 -5.68 -3.95 0.25
H -5.04 -2.62 -3.79 0.43
H -7.55 -2.55 -5.41 0.23
H -7.94 -0.44 -4.10 0.22
H -6.32 -0.62 -3.32 0.21
H -5.21 -0.53 -5.60 0.22
H -6.82 -0.34 -6.39 0.22
H 0.53 -3.25 -0.75 0.20
H 0.39 -4.54 0.50 0.21
H -0.06 -0.08 0.18 0.24
```

---

Record 2
Computed, not measured: C20H31NdO2 as an isolated structure in a non-equilibrium geometry, with ωB97M-V/def2-TZVPD.

Output
ΔE to the lowest compared entry with this formula, charge and spin   224.81 kJ/mol
<S²>   3.76
Orbital gap (alpha / beta)   0.2799 / 0.2847 Eh
Energy   -1492.42317 a.u.
HOMO energy (alpha / beta)   -7.287 / -7.415 eV
2S+1   4

```
54
Properties=species:S:1:pos:R:3:nbo_charge:R:1
O -5.49 2.66 -0.30 -0.55
C -6.45 2.83 -1.43 -0.07
C -7.38 3.82 -0.73 -0.47
H -6.98 1.90 -1.72 0.19
H -5.91 3.24 -2.30 0.18
C -6.43 3.50 0.45 0.27
H -8.42 3.48 -0.60 0.21
H -7.38 4.84 -1.13 0.21
C -7.11 2.68 1.53 -0.62
H -7.42 1.72 1.10 0.22
H -7.96 3.21 1.96 0.21
H -6.38 2.46 2.32 0.21
C -5.75 4.73 1.00 -0.63
H -5.10 5.21 0.28 0.22
H -5.14 4.47 1.87 0.21
H -6.49 5.47 1.33 0.22
Nd -1.51 0.61 0.27 1.57
C 1.30 1.07 0.32 -0.30
C 0.95 0.60 -0.98 -0.29
C 0.19 1.61 -1.64 -0.40
H 1.23 -0.39 -1.37 0.24
C 0.10 2.73 -0.73 -0.34
C 0.70 2.35 0.50 -0.37
H 0.76 2.96 1.41 0.23
H 2.03 0.59 0.98 0.23
H -0.16 1.59 -2.68 0.22
H -0.22 3.76 -0.99 0.22
C -0.06 -0.74 2.09 -0.32
C -0.50 0.43 2.80 -0.33
C -1.92 0.34 2.97 -0.36
H 0.16 1.22 3.19 0.23
C -2.34 -0.91 2.40 -0.37
C -1.20 -1.55 1.81 -0.32
H -1.20 -2.47 1.21 0.25
H 0.98 -0.99 1.83 0.24
H -2.55 1.07 3.49 0.23
H -3.35 -1.34 2.45 0.23
O -3.43 1.54 -1.74 -0.55
C -3.05 2.94 -1.71 -0.08
C -2.45 3.34 -3.06 -0.44
H -2.36 3.16 -0.87 0.19
H -4.00 3.47 -1.50 0.20
C -3.22 2.45 -4.04 -0.44
H -1.39 3.05 -3.13 0.22
H -2.51 4.43 -3.17 0.23
C -3.52 1.21 -3.17 -0.08
H -2.54 2.19 -4.88 0.23
H -4.10 2.94 -4.49 0.21
H -2.67 0.48 -3.30 0.19
H -4.47 0.69 -3.35 0.20
C -1.27 -1.27 -1.15 -1.18
H -2.00 -2.03 -0.89 0.20
H -0.29 -1.76 -1.12 0.21
H -1.44 -0.99 -2.19 0.19
```

---

Record 3
Computed, not measured: C20H32AlN3Te as an isolated structure, with ωB97M-V/def2-TZVPD.

Output
ΔE to the lowest compared entry with this formula, charge and spin   69.08 kJ/mol
Orbital gap   0.2623 Eh
Energy   -1455.52449 a.u.
HOMO energy   -13.456 eV
Total charge   +2

```
57
Properties=species:S:1:pos:R:3:nbo_charge:R:1
Al 0.49 -0.11 0.97 1.84
C -1.48 1.81 2.22 -0.42
N -0.01 1.61 2.04 -0.62
C 0.52 2.87 1.43 -0.42
C 0.63 1.47 3.40 -0.25
C 0.70 0.01 3.79 -0.25
N 1.29 -0.77 2.68 -0.63
C 1.12 -2.22 2.96 -0.41
C 2.75 -0.51 2.55 -0.44
H -1.64 2.80 2.65 0.24
H -1.88 1.06 2.90 0.23
H -1.98 1.74 1.26 0.23
H 0.39 3.68 2.15 0.24
H -0.04 3.11 0.53 0.23
H 1.58 2.76 1.20 0.22
H 0.07 2.06 4.12 0.25
H 1.63 1.90 3.34 0.23
H -0.29 -0.39 4.00 0.23
H 1.30 -0.12 4.70 0.25
H 1.66 -2.47 3.87 0.23
H 1.49 -2.80 2.12 0.25
H 0.06 -2.44 3.09 0.23
H 3.25 -0.67 3.50 0.24
H 2.94 0.52 2.23 0.22
H 3.16 -1.19 1.81 0.25
C 2.48 -2.33 -0.77 -0.64
C 1.02 -2.59 -0.58 0.09
C 0.26 -3.64 -1.01 -0.26
C -1.06 -3.45 -0.53 -0.26
C -1.07 -2.29 0.18 0.08
C -2.15 -1.57 0.89 -0.60
N 0.21 -1.73 0.15 -0.94
H 2.78 -2.43 -1.81 0.25
H 3.10 -3.02 -0.19 0.24
H 2.76 -1.32 -0.45 0.18
H 0.62 -4.47 -1.59 0.24
H -1.90 -4.10 -0.69 0.25
H -2.74 -2.22 1.54 0.27
H -2.83 -1.03 0.23 0.24
H -1.72 -0.82 1.59 0.14
C 0.08 -0.26 -2.76 -0.60
Te 1.13 1.06 -1.44 0.63
C -0.42 2.48 -1.92 -0.59
C -0.98 1.98 -3.22 -0.12
C -1.75 2.82 -4.02 -0.18
C -2.29 2.35 -5.20 -0.18
C -2.05 1.05 -5.60 -0.17
C -1.28 0.21 -4.82 -0.21
C -0.74 0.67 -3.62 0.01
H -0.52 -0.95 -2.17 0.25
H 0.83 -0.81 -3.33 0.26
H 0.05 3.46 -2.01 0.26
H -1.17 2.52 -1.13 0.22
H -1.93 3.84 -3.71 0.23
H -2.88 3.01 -5.82 0.24
H -2.46 0.69 -6.54 0.24
H -1.09 -0.81 -5.14 0.23
```

---

Please write out number 3 again, unchanged.
Computed, not measured: C20H32AlN3Te as an isolated structure, with ωB97M-V/def2-TZVPD.

Output
ΔE to the lowest compared entry with this formula, charge and spin   69.08 kJ/mol
Orbital gap   0.2623 Eh
Energy   -1455.52449 a.u.
HOMO energy   -13.456 eV
Total charge   +2

```
57
Properties=species:S:1:pos:R:3:nbo_charge:R:1
Al 0.49 -0.11 0.97 1.84
C -1.48 1.81 2.22 -0.42
N -0.01 1.61 2.04 -0.62
C 0.52 2.87 1.43 -0.42
C 0.63 1.47 3.40 -0.25
C 0.70 0.01 3.79 -0.25
N 1.29 -0.77 2.68 -0.63
C 1.12 -2.22 2.96 -0.41
C 2.75 -0.51 2.55 -0.44
H -1.64 2.80 2.65 0.24
H -1.88 1.06 2.90 0.23
H -1.98 1.74 1.26 0.23
H 0.39 3.68 2.15 0.24
H -0.04 3.11 0.53 0.23
H 1.58 2.76 1.20 0.22
H 0.07 2.06 4.12 0.25
H 1.63 1.90 3.34 0.23
H -0.29 -0.39 4.00 0.23
H 1.30 -0.12 4.70 0.25
H 1.66 -2.47 3.87 0.23
H 1.49 -2.80 2.12 0.25
H 0.06 -2.44 3.09 0.23
H 3.25 -0.67 3.50 0.24
H 2.94 0.52 2.23 0.22
H 3.16 -1.19 1.81 0.25
C 2.48 -2.33 -0.77 -0.64
C 1.02 -2.59 -0.58 0.09
C 0.26 -3.64 -1.01 -0.26
C -1.06 -3.45 -0.53 -0.26
C -1.07 -2.29 0.18 0.08
C -2.15 -1.57 0.89 -0.60
N 0.21 -1.73 0.15 -0.94
H 2.78 -2.43 -1.81 0.25
H 3.10 -3.02 -0.19 0.24
H 2.76 -1.32 -0.45 0.18
H 0.62 -4.47 -1.59 0.24
H -1.90 -4.10 -0.69 0.25
H -2.74 -2.22 1.54 0.27
H -2.83 -1.03 0.23 0.24
H -1.72 -0.82 1.59 0.14
C 0.08 -0.26 -2.76 -0.60
Te 1.13 1.06 -1.44 0.63
C -0.42 2.48 -1.92 -0.59
C -0.98 1.98 -3.22 -0.12
C -1.75 2.82 -4.02 -0.18
C -2.29 2.35 -5.20 -0.18
C -2.05 1.05 -5.60 -0.17
C -1.28 0.21 -4.82 -0.21
C -0.74 0.67 -3.62 0.01
H -0.52 -0.95 -2.17 0.25
H 0.83 -0.81 -3.33 0.26
H 0.05 3.46 -2.01 0.26
H -1.17 2.52 -1.13 0.22
H -1.93 3.84 -3.71 0.23
H -2.88 3.01 -5.82 0.24
H -2.46 0.69 -6.54 0.24
H -1.09 -0.81 -5.14 0.23
```